#a
Molecular formula: C6H8N2O2
Method: DFT, the ωB97M-V functional and the def2-TZVPD basis

Element x y z (Å)
C: -0.1684 0.7867 -0.3192
C: 0.4657 2.8655 -0.5951
C: -0.3904 1.2309 -1.5335
C: -1.0814 0.3981 -2.4752
C: 1.2703 0.5568 1.7413
C: 0.0121 0.0066 0.8658
N: -0.0781 2.5820 -1.7012
N: 1.0104 3.9709 0.0715
O: 0.3011 4.5753 0.8995
O: 2.1940 4.1881 -0.1723
H: -1.7782 -0.2919 -2.0617
H: -0.4297 -0.0598 -3.2298
H: -1.6118 1.0312 -3.1254
H: 1.4501 1.5809 1.2983
H: 2.2176 0.0748 1.4871
H: 1.0211 0.5414 2.7984
H: -0.9825 0.0938 1.3552
H: 0.2806 -1.0266 0.5186

HOMO level (spin up / spin down)   -0.321 / -0.321 Ha
Net charge   0
Molecular weight   140.14 u
E_LUMO (spin up / spin down)   -1.14 / -1.14 eV
Multiplicity   1

Results of the Löwdin charge analysis, in e, for atoms 1 through 4: number 1, C, carries 0.08; number 2, C, carries -0.05; number 3, C, carries -0.37; number 4, C, carries -0.03

=====

#b
Molecular formula: C6H8N2O2
Method: DFT, the ωB97M-V functional and the def2-TZVPD basis

Element x y z (Å)
H: -2.6582 1.0871 -0.6973
N: -1.6955 0.8556 -1.1246
C: -0.9507 0.6806 -0.1135
O: -1.6614 0.8790 1.1114
C: 0.5103 0.5378 -0.0772
C: 1.2869 1.6343 -0.0048
N: 2.6696 1.5563 0.0493
C: 3.3860 0.4228 -0.2340
O: 4.6043 0.4087 -0.1633
C: 2.5590 -0.7507 -0.7034
C: 1.1697 -0.8216 -0.0691
H: -1.0414 1.0100 1.8377
H: 0.8698 2.6364 0.0773
H: 3.2007 2.3966 0.2456
H: 2.4630 -0.6267 -1.7954
H: 3.1321 -1.6681 -0.5289
H: 0.5770 -1.5610 -0.6255
H: 1.2512 -1.1916 0.9678

HOMO level   -0.335 Ha
Net charge   0
Molecular weight   140.14 u
E_LUMO   0.45 eV
SMILES   [H]/N=C(\O)C1=CNC(=O)CC1
Multiplicity   1

Results of the Löwdin charge analysis, in e, for atoms 1 through 4: number 1, H, carries 0.10; number 2, N, carries 0.14; number 3, C, carries -0.43; number 4, O, carries 0.00

=====

Most stable of them? #b.

=====

#a
Molecular formula: C9H7N3
Method: DFT, the ωB97M-V functional and the def2-TZVPD basis

Element x y z (Å)
C: -3.4380 0.9463 -0.2755
C: -2.3197 0.4633 -0.1729
C: -1.1900 -0.3556 -0.0557
C: -0.7419 -0.7362 1.1406
N: 0.4345 -1.3948 1.3595
C: 0.9399 -1.9138 2.4545
C: 1.4163 -2.5388 3.3580
N: 1.2572 -1.6799 0.1002
N: 0.7526 -1.2608 -1.1135
C: -0.3863 -0.7307 -1.2154
H: -4.3269 1.5812 -0.3433
H: -1.3140 -0.4591 2.1183
H: 2.0489 -2.6483 4.2177
H: 2.2946 -1.3630 0.3562
H: -0.6609 -0.4686 -2.1693
C: -0.7335 2.7143 -2.2124
C: 0.1713 2.0603 -2.6395
H: -1.4408 3.3696 -1.9796
H: 0.9117 1.3373 -2.8879

HOMO level   -0.277 Ha
Net charge   0
Molecular weight   157.18 u
E_LUMO   0.23 eV
SMILES   C#CC1=CN(C#C)NN=C1.C#C
Multiplicity   1

Results of the Löwdin charge analysis, in e, for atoms 1 through 4: number 1, C, carries 0.12; number 2, C, carries -0.14; number 3, C, carries -0.25; number 4, C, carries -0.01

=====

#b
Molecular formula: C9H7N3
Method: DFT, the ωB97M-V functional and the def2-TZVPD basis

Element x y z (Å)
C: 2.1920 0.3536 2.3589
C: 1.9462 -0.9193 1.7532
C: 1.0006 -1.0424 0.7524
C: 0.3452 0.0763 0.3733
C: 1.3538 1.3267 1.9302
C: -0.7014 0.0843 -0.6575
C: -0.4698 0.7008 -1.8475
C: -2.4881 -0.0568 -2.7320
C: -1.9214 -0.6017 -0.6563
H: 2.8888 0.4303 3.2089
H: 2.6710 -1.9756 2.2120
H: 0.8155 -2.0855 0.2113
H: 1.4732 2.2460 2.2604
H: 0.0359 1.2912 -2.2167
H: -3.0560 -0.1364 -3.7760
H: -2.3703 -1.0081 0.3633
N: 0.5142 1.2741 0.9714
N: -1.4254 0.7229 -2.9515
N: -2.8042 -0.6803 -1.5578

HOMO level   -0.357 Ha
Net charge   0
Molecular weight   157.18 u
E_LUMO   0.49 eV
Multiplicity   1

Results of the Löwdin charge analysis, in e, for atoms 1 through 4: number 1, C, carries -0.06; number 2, C, carries -0.08; number 3, C, carries -0.07; number 4, C, carries -0.27

=====

#c
Molecular formula: C9H7N3
Method: DFT, the ωB97M-V functional and the def2-TZVPD basis

Element x y z (Å)
C: 1.5895 -1.8844 0.3080
C: -1.7347 1.7134 1.3905
C: -0.5702 2.5222 0.9978
C: -1.7837 0.5114 0.7573
C: 0.4989 2.0651 0.3422
C: -0.6465 -1.2731 -0.4979
C: -0.7672 -0.0058 0.0218
C: 0.5454 0.6584 -0.1093
C: 0.7218 -1.6951 -0.8108
N: 2.3305 -1.9812 1.1973
N: 1.4934 0.0593 -0.7147
N: 1.1103 -2.2943 -2.0124
H: -2.5401 2.1205 2.0144
H: -0.5345 3.5021 1.2656
H: -2.6449 -0.2202 0.8148
H: 1.4549 2.5160 0.1678
H: -1.3961 -1.9232 -0.5558
H: 2.0252 -2.7927 -1.9364
H: 0.8479 -1.5985 -2.6400

HOMO level   -0.310 Ha
Net charge   0
Molecular weight   157.18 u
E_LUMO   -1.10 eV
Multiplicity   1

Results of the Löwdin charge analysis, in e, for atoms 1 through 4: number 1, C, carries -0.24; number 2, C, carries -0.02; number 3, C, carries -0.07; number 4, C, carries -0.08

=====

Most stable of them? #c.